{
  "formula": "C61H45CaN8O2Sb2",
  "method": "the ωB97M-V functional and the def2-TZVPD basis",
  "elements": ["Ca", "C", "C", "C", "C", "C", "N", "C", "N", "C", "C", "C", "C", "C", "C", "C", "C", "N", "C", "N", "C", "N", "C", "N", "C", "N", "C", "C", "C", "C", "C", "C", "C", "C", "C", "C", "C", "C", "N", "C", "C", "H", "H", "H", "H", "H", "H", "H", "H", "H", "H", "H", "H", "H", "H", "H", "H", "C", "C", "C", "Sb", "C", "C", "C", "C", "C", "C", "C", "C", "C", "C", "C", "C", "Sb", "C", "C", "C", "C", "C", "C", "C", "C", "C", "C", "C", "C", "H", "H", "H", "H", "H", "H", "H", "H", "H", "H", "H", "H", "H", "H", "H", "H", "H", "H", "H", "H", "H", "H", "H", "H", "H", "H", "C", "C", "O", "O", "H", "H", "H"],
  "xyz": [[-0.283, -0.258, 0.213], [-2.538, 1.842, 6.023], [-3.630, 1.026, 5.723], [-3.591, 0.138, 4.658], [-2.438, 0.092, 3.894], [-2.051, -0.685, 2.711], [-0.796, -0.336, 2.343], [-0.330, 0.623, 3.170], [0.860, 1.214, 3.147], [1.785, 0.983, 2.221], [3.160, 1.477, 2.328], [3.829, 2.213, 3.293], [5.189, 2.422, 3.124], [5.870, 1.903, 2.020], [5.205, 1.168, 1.051], [3.843, 0.966, 1.213], [2.863, 0.185, 0.459], [3.183, -0.507, -0.627], [2.362, -1.359, -1.232], [1.099, -1.692, -0.871], [0.654, -2.688, -1.675], [-0.541, -3.266, -1.656], [-1.484, -2.990, -0.763], [-1.397, -2.171, 0.310], [-2.565, -2.191, 0.995], [-2.859, -1.549, 2.118], [-3.521, -3.045, 0.286], [-4.870, -3.309, 0.469], [-5.509, -4.105, -0.471], [-4.817, -4.637, -1.561], [-3.468, -4.374, -1.748], [-2.831, -3.564, -0.821], [1.687, -3.018, -2.660], [1.741, -3.908, -3.721], [2.881, -3.910, -4.510], [3.947, -3.047, -4.245], [3.905, -2.168, -3.175], [2.766, -2.162, -2.386], [1.665, 0.244, 1.092], [-1.344, 0.918, 4.189], [-1.380, 1.796, 5.259], [-2.602, 2.527, 6.859], [-4.520, 1.086, 6.337], [-4.434, -0.500, 4.421], [3.302, 2.593, 4.159], [5.740, 2.987, 3.866], [6.937, 2.068, 1.930], [5.721, 0.743, 0.199], [-5.405, -2.879, 1.305], [-6.567, -4.309, -0.367], [-5.347, -5.247, -2.282], [-2.921, -4.770, -2.594], [0.915, -4.578, -3.926], [2.947, -4.588, -5.353], [4.812, -3.055, -4.898], [4.719, -1.485, -2.966], [-0.525, 2.417, 5.493], [0.669, 4.384, -0.774], [0.230, 4.429, -2.248], [1.192, 3.723, -3.203], [1.408, 1.584, -2.794], [-0.072, 0.881, -4.212], [-0.509, 1.595, -5.322], [-1.416, 1.037, -6.214], [-1.879, -0.258, -6.024], [-1.445, -0.984, -4.924], [-0.562, -0.406, -4.024], [2.927, 1.351, -4.338], [2.794, 0.394, -5.342], [3.773, 0.234, -6.312], [4.916, 1.020, -6.284], [5.082, 1.951, -5.269], [4.097, 2.107, -4.303], [-0.634, 3.375, 0.707], [-0.412, 5.114, 2.028], [-0.111, 4.929, 3.374], [0.000, 6.011, 4.240], [-0.179, 7.301, 3.766], [-0.472, 7.503, 2.422], [-0.591, 6.417, 1.568], [-2.546, 4.126, -0.004], [-3.065, 3.732, -1.236], [-4.351, 4.085, -1.623], [-5.148, 4.840, -0.777], [-4.652, 5.229, 0.458], [-3.367, 4.871, 0.841], [0.805, 5.389, -0.382], [1.634, 3.876, -0.686], [0.148, 5.477, -2.557], [-0.767, 4.007, -2.377], [2.196, 4.144, -3.106], [0.873, 3.855, -4.238], [-0.141, 2.598, -5.508], [-1.761, 1.613, -7.065], [-2.573, -0.696, -6.731], [-1.796, -1.995, -4.754], [-0.263, -0.965, -3.150], [1.913, -0.236, -5.371], [3.642, -0.510, -7.089], [5.679, 0.903, -7.045], [5.981, 2.555, -5.229], [4.241, 2.834, -3.509], [0.037, 3.920, 3.746], [0.224, 5.847, 5.288], [-0.098, 8.147, 4.438], [-0.613, 8.508, 2.043], [-0.851, 6.588, 0.528], [-2.472, 3.121, -1.904], [-4.732, 3.755, -2.583], [-6.154, 5.114, -1.072], [-5.269, 5.809, 1.134], [-3.001, 5.183, 1.811], [-3.186, 0.345, -1.958], [-2.196, 0.780, -0.892], [-2.534, 0.783, 0.299], [-1.007, 1.082, -1.255], [-4.198, 0.585, -1.641], [-3.099, -0.740, -2.067], [-2.956, 0.808, -2.917]],
  "de_lowest_kcal_mol": 0.00,
  "lumo_energy_ev": [1.12, 1.11],
  "molar_mass_g_mol": 1205.7,
  "e_tot_ev": -111524.1617,
  "orbital_gap_ev": [5.0, 4.9],
  "total_charge": -1
}

{
  "formula": "C33H44ClNNiO3P2",
  "method": "the ωB97M-V functional and the def2-TZVPD basis",
  "elements": ["Ni", "C", "C", "C", "P", "C", "C", "C", "C", "C", "C", "C", "C", "C", "N", "C", "C", "C", "C", "C", "C", "P", "C", "C", "C", "C", "C", "C", "H", "H", "H", "H", "H", "H", "H", "H", "H", "H", "H", "H", "H", "H", "H", "H", "H", "H", "H", "H", "H", "H", "H", "H", "H", "H", "H", "H", "H", "H", "H", "H", "H", "H", "H", "H", "C", "C", "C", "C", "Cl", "C", "C", "C", "O", "C", "C", "O", "O", "H", "H", "H", "H", "H", "H", "H", "H"],
  "xyz": [[-0.237, 0.759, 0.291], [-3.639, 1.781, 1.779], [-3.816, 0.880, 0.555], [-4.175, 1.688, -0.692], [-2.280, -0.114, 0.347], [-2.589, -1.293, -1.044], [-2.272, -0.629, -2.386], [-1.723, -2.541, -0.873], [-2.147, -1.076, 1.856], [-3.111, -1.960, 2.329], [-2.887, -2.704, 3.472], [-1.664, -2.561, 4.125], [-0.700, -1.678, 3.679], [-0.928, -0.882, 2.538], [-0.025, 0.014, 2.007], [1.053, 0.519, 2.729], [1.050, 0.781, 4.105], [2.186, 1.276, 4.724], [3.351, 1.527, 4.010], [3.356, 1.304, 2.641], [2.220, 0.831, 2.004], [2.003, 0.522, 0.238], [2.787, -1.154, 0.078], [2.077, -2.154, 0.990], [2.875, -1.710, -1.340], [3.072, 1.687, -0.705], [2.654, 1.726, -2.179], [2.994, 3.101, -0.128], [-4.538, 2.383, 1.928], [-2.790, 2.455, 1.648], [-3.467, 1.196, 2.683], [-4.623, 0.165, 0.753], [-3.312, 2.240, -1.071], [-4.958, 2.408, -0.448], [-4.549, 1.054, -1.496], [-3.647, -1.577, -1.006], [-1.232, -0.298, -2.406], [-2.894, 0.240, -2.592], [-2.419, -1.349, -3.194], [-0.668, -2.258, -0.823], [-1.850, -3.200, -1.734], [-1.966, -3.099, 0.030], [-4.043, -2.073, 1.784], [-3.632, -3.396, 3.840], [-1.454, -3.160, 5.003], [0.242, -1.616, 4.204], [0.152, 0.619, 4.684], [2.155, 1.481, 5.787], [4.231, 1.908, 4.509], [4.249, 1.515, 2.062], [3.804, -1.010, 0.465], [1.050, -2.326, 0.662], [2.042, -1.814, 2.025], [2.606, -3.108, 0.963], [1.887, -1.763, -1.806], [3.278, -2.724, -1.302], [3.529, -1.126, -1.980], [4.103, 1.323, -0.620], [1.655, 2.149, -2.270], [2.639, 0.751, -2.656], [3.344, 2.362, -2.738], [1.977, 3.491, -0.191], [3.638, 3.760, -0.714], [3.303, 3.153, 0.915], [2.297, 5.870, -3.143], [1.576, 4.779, -3.878], [2.042, 4.290, -5.088], [1.352, 3.291, -5.758], [1.976, 2.686, -7.267], [0.184, 2.770, -5.240], [-0.295, 3.245, -4.027], [0.399, 4.236, -3.348], [0.016, 4.775, -2.153], [-1.090, 4.235, -1.446], [-0.711, 3.015, -0.604], [-0.527, 1.903, -1.228], [-0.609, 3.121, 0.621], [3.274, 6.055, -3.589], [2.430, 5.615, -2.091], [1.725, 6.800, -3.172], [2.955, 4.688, -5.512], [-0.343, 1.988, -5.768], [-1.176, 2.794, -3.598], [-1.916, 3.998, -2.123], [-1.403, 5.018, -0.761]],
  "de_lowest_kcal_mol": 5.87,
  "lumo_energy_ev": [0.40, 0.39],
  "molar_mass_g_mol": 658.8,
  "e_tot_ev": -114713.6924,
  "orbital_gap_ev": [7.4, 7.4],
  "total_charge": 0
}

{
  "formula": "C6H12",
  "method": "the ωB97M-V functional and the def2-TZVPD basis",
  "elements": ["C", "C", "C", "C", "C", "C", "H", "H", "H", "H", "H", "H", "H", "H", "H", "H", "H", "H"],
  "xyz": [[1.795, -0.321, 0.910], [0.882, 0.104, -0.241], [-0.083, 1.256, 0.162], [-1.450, 0.581, 0.319], [-1.443, -0.420, -0.837], [-0.051, -1.048, -0.715], [1.211, -0.607, 1.795], [2.469, 0.493, 1.204], [2.415, -1.182, 0.631], [1.525, 0.417, -1.072], [-0.158, 2.016, -0.627], [0.252, 1.778, 1.065], [-1.489, 0.037, 1.273], [-2.296, 1.277, 0.299], [-2.253, -1.154, -0.793], [-1.534, 0.124, -1.786], [-0.087, -1.833, 0.052], [0.294, -1.520, -1.641]],
  "de_lowest_kcal_mol": 2.47,
  "lumo_energy_ev": 1.22,
  "molar_mass_g_mol": 84.2,
  "smiles": "CC1CCCC1",
  "e_tot_ev": -6416.8336,
  "orbital_gap_ev": 12.2,
  "total_charge": 0
}

{
  "formula": "C16H25N3O4S",
  "method": "the ωB97M-V functional and the def2-TZVPD basis",
  "elements": ["C", "C", "C", "N", "C", "C", "C", "C", "C", "N", "S", "O", "O", "C", "C", "C", "C", "C", "C", "O", "C", "O", "N", "C", "H", "H", "H", "H", "H", "H", "H", "H", "H", "H", "H", "H", "H", "H", "H", "H", "H", "H", "H", "H", "H", "H", "H", "H", "H"],
  "xyz": [[5.124, 0.070, -1.764], [3.687, -0.134, -1.299], [2.698, 0.444, -2.323], [1.288, 0.400, -1.995], [0.918, 1.083, -0.772], [-0.491, 1.678, -0.853], [-0.731, 2.671, 0.278], [0.602, -0.839, -2.261], [0.939, -2.044, -1.350], [-0.213, -2.906, -1.202], [-0.516, -3.468, 0.337], [0.702, -3.735, 1.050], [-1.486, -4.512, 0.209], [-1.274, -2.012, 1.046], [-0.705, -1.419, 2.158], [-1.265, -0.284, 2.728], [-2.405, 0.221, 2.127], [-2.968, -0.393, 0.994], [-2.418, -1.523, 0.433], [-4.065, 0.316, 0.605], [-4.214, 1.365, 1.463], [-5.078, 2.190, 1.398], [-3.202, 1.305, 2.401], [-3.049, 2.259, 3.464], [5.340, 1.129, -1.890], [5.822, -0.339, -1.038], [5.291, -0.427, -2.718], [3.503, -1.198, -1.156], [3.545, 0.362, -0.337], [2.954, 1.498, -2.486], [2.827, -0.075, -3.277], [1.626, 1.906, -0.640], [0.984, 0.440, 0.121], [-1.235, 0.882, -0.796], [-0.603, 2.178, -1.815], [-0.063, 3.524, 0.186], [-0.548, 2.196, 1.240], [-1.756, 3.036, 0.256], [0.797, -1.109, -3.302], [-0.470, -0.653, -2.164], [1.174, -1.691, -0.344], [1.805, -2.596, -1.727], [-0.331, -3.612, -1.910], [0.185, -1.868, 2.570], [-0.831, 0.183, 3.597], [-2.835, -2.016, -0.427], [-3.091, 1.758, 4.433], [-3.871, 2.969, 3.384], [-2.100, 2.789, 3.369]],
  "de_lowest_kcal_mol": 38.63,
  "lumo_energy_ev": 0.51,
  "molar_mass_g_mol": 355.5,
  "smiles": "CCCN(CCC)CCNS(=O)(=O)c1ccc2c(c1)oc(=O)n2C",
  "e_tot_ev": -40493.4681,
  "orbital_gap_ev": 8.8,
  "total_charge": 0
}

{
  "formula": "C18H23ClMgN3O11P3",
  "method": "the ωB97M-V functional and the def2-TZVPD basis",
  "elements": ["C", "C", "O", "N", "C", "C", "C", "C", "C", "N", "C", "P", "O", "O", "O", "C", "C", "C", "C", "Cl", "C", "C", "C", "O", "C", "P", "O", "O", "O", "C", "P", "N", "O", "O", "C", "O", "H", "H", "H", "H", "H", "H", "H", "H", "H", "H", "H", "H", "H", "H", "H", "H", "H", "H", "H", "H", "H", "H", "H", "Mg"],
  "xyz": [[-1.792, -1.823, 3.990], [-1.704, -1.684, 2.478], [-2.613, -1.117, 1.890], [-0.621, -2.228, 1.758], [0.546, -2.637, 2.575], [-0.293, -1.449, 0.612], [-0.266, -2.125, -0.615], [-0.627, -3.592, -0.610], [0.579, -4.514, -0.732], [0.395, -5.722, -0.422], [0.062, -1.466, -1.773], [0.082, -2.317, -3.394], [-0.092, -3.758, -3.329], [-1.041, -1.644, -4.308], [1.516, -2.007, -4.060], [0.365, -0.092, -1.749], [0.751, 0.677, -3.014], [2.277, 0.747, -3.312], [3.181, 0.182, -2.216], [2.804, 2.428, -3.709], [0.307, 0.585, -0.552], [-0.006, -0.122, 0.610], [-0.045, 0.664, 1.882], [0.320, 0.291, 2.970], [-0.561, 2.100, 1.738], [-1.611, 2.775, 3.097], [-3.001, 2.727, 2.702], [-1.114, 4.252, 3.471], [-1.441, 1.898, 4.407], [-0.256, 2.762, 0.628], [-0.789, 4.464, 0.310], [-0.563, 4.840, -1.275], [0.076, 5.501, 1.102], [-2.317, 4.696, 0.660], [0.568, 2.051, -0.437], [1.379, 2.657, -1.100], [-1.611, -2.867, 4.260], [-2.740, -1.455, 4.355], [-0.938, -1.282, 4.406], [0.300, -3.603, 3.024], [0.782, -1.966, 3.395], [1.405, -2.836, 1.939], [-1.160, -3.886, 0.288], [-1.304, -3.747, -1.450], [1.555, -4.152, -1.077], [1.241, -6.273, -0.561], [-1.319, -0.803, -3.930], [2.089, -2.692, -3.683], [0.359, 1.691, -2.932], [0.283, 0.244, -3.896], [2.485, 0.177, -4.211], [3.036, 0.780, -1.314], [2.970, -0.870, -2.034], [4.226, 0.286, -2.503], [-0.231, 4.240, 3.871], [-0.510, 1.795, 4.661], [-0.163, 4.021, -1.753], [-0.553, 6.124, 1.518], [-2.824, 3.975, 0.253], [-1.832, 5.096, -2.898]],
  "lumo_energy_ev": -11.10,
  "molar_mass_g_mol": 610.1,
  "e_tot_ev": -91853.5970,
  "orbital_gap_ev": 2.6,
  "total_charge": 2
}